Here is a molecular structure, C21H34N2O2ReS from the Open Molecules 2025 dataset. Energies are from the ωB97M-V functional and the def2-TZVPD basis.

- energy relative to the best compared isomer or geometry (same formula, charge and spin) (eV) = 0.706
- total charge = 0
- E_tot (hartree) = -1556.9903
- orbital gap (spin up / spin down) (eV) = 6.7 / 6.5
- highest occupied orbital energy (spin up / spin down) (eV) = -6.9 / -6.7
- ⟨S²⟩ = 0.902
- 2S+1 = 2

Last column: Mulliken charge in e.
Cartesian coordinates (Å):
Re (0.28778, -1.36702, 0.57212)  0.504
C (2.08229, 4.54303, 1.76173)  -1.241
C (2.21748, 3.74378, 0.47499)  -0.607
N (2.56774, 2.34052, 0.73737)  0.106
C (3.97699, 1.98836, 0.54749)  -1.082
C (4.26199, 1.58996, -0.89305)  -0.694
C (1.61057, 1.44964, 1.00989)  0.455
S (2.15571, -0.19823, 1.37783)  -0.533
N (0.36205, 1.90742, 0.97673)  0.052
C (-0.73496, 1.19468, 1.25584)  0.176
O (-0.79953, 0.07468, 1.84005)  -0.755
C (-2.01806, 1.83033, 0.84475)  0.377
C (-3.14371, 1.02557, 0.68931)  -0.286
C (-4.35542, 1.58841, 0.31768)  -0.839
C (-4.44725, 2.95931, 0.10901)  -0.331
C (-3.32546, 3.76335, 0.26473)  -0.741
C (-2.11080, 3.19959, 0.62357)  -0.130
H (1.84807, 5.58489, 1.53865)  0.381
H (3.00759, 4.51377, 2.33987)  0.394
H (1.28038, 4.12940, 2.37348)  0.275
H (3.00627, 4.15828, -0.15343)  0.511
H (1.28409, 3.76574, -0.07919)  0.326
H (4.24054, 1.17573, 1.21613)  0.566
H (4.56575, 2.86014, 0.83253)  0.445
H (3.65060, 0.72829, -1.16648)  -0.011
H (5.31182, 1.31338, -1.00733)  0.412
H (4.04332, 2.40757, -1.58278)  0.317
H (-3.05155, -0.03999, 0.85291)  0.514
H (-5.22782, 0.95984, 0.19409)  0.404
H (-5.39287, 3.40103, -0.17922)  0.386
H (-3.39902, 4.83162, 0.10525)  0.405
H (-1.22955, 3.81540, 0.74549)  0.377
C (-1.78619, -3.68253, 0.74516)  -1.883
C (-0.48759, -4.15669, 1.41511)  2.837
C (-0.74892, -4.37189, 2.91493)  -1.711
C (-0.03497, -5.47667, 0.78877)  -1.820
C (0.60544, -3.10748, 1.28358)  -0.793
H (-2.50516, -4.49996, 0.64345)  0.486
H (-1.58751, -3.29182, -0.25878)  0.279
H (-2.25819, -2.89248, 1.33835)  0.356
H (-1.51275, -5.14247, 3.06415)  0.406
H (-1.09134, -3.44476, 3.37979)  0.311
H (0.16498, -4.68895, 3.42305)  0.425
H (-0.81528, -6.23665, 0.89099)  0.424
H (0.86873, -5.84612, 1.27994)  0.420
H (0.18451, -5.34892, -0.27458)  0.328
H (1.58325, -3.49996, 1.57741)  0.361
C (-0.08926, 0.75220, -2.82122)  -1.384
C (-0.25777, -0.73426, -2.53424)  1.629
C (-1.51697, -1.26661, -3.19975)  -1.772
C (0.96802, -1.50522, -3.00151)  -1.578
O (-0.40035, -0.87348, -1.12383)  -0.609
H (0.02500, 0.92791, -3.89231)  0.465
H (0.79595, 1.13103, -2.30332)  0.180
H (-0.95884, 1.30515, -2.45933)  0.343
H (-1.50736, -1.04308, -4.26798)  0.431
H (-2.39632, -0.80322, -2.74963)  0.369
H (-1.58963, -2.34822, -3.06850)  0.373
H (1.13853, -1.35384, -4.06897)  0.436
H (0.83595, -2.57251, -2.81022)  0.337
H (1.84904, -1.16697, -2.45052)  0.220

Atomic forces in eV per Å
-0.6 0.6 1.1
0.0 -0.1 0.0
0.0 0.0 0.1
-0.1 0.2 0.0
0.0 -0.1 0.0
0.0 0.0 0.0
0.2 -0.2 0.5
-0.2 -0.3 -0.7
-0.2 -0.1 -0.4
0.4 0.4 0.2
0.2 -0.7 -0.5
-0.1 -0.1 0.2
0.0 0.0 0.0
0.1 0.0 0.0
0.0 0.0 0.0
0.0 0.0 0.0
0.0 0.1 0.0
0.0 0.0 0.0
0.0 0.0 0.0
0.0 0.0 0.0
0.0 0.0 0.0
0.0 0.0 -0.1
0.0 0.0 0.1
0.0 0.0 0.0
0.0 0.0 0.0
0.0 0.0 0.0
0.0 0.0 0.0
0.0 0.0 0.0
0.0 0.0 0.0
0.0 0.0 0.0
0.0 0.0 0.0
0.0 0.0 0.0
0.1 0.0 0.1
-0.1 0.1 0.0
0.0 -0.1 -0.1
0.0 0.0 -0.1
0.1 0.7 -0.7
0.0 0.0 0.1
0.0 -0.1 0.0
0.0 0.0 0.0
0.0 0.0 0.0
0.0 0.0 0.0
0.0 0.0 0.0
0.0 0.0 0.0
0.0 0.0 0.0
0.0 0.0 0.0
0.1 0.1 0.3
0.0 0.1 0.1
0.2 0.0 -0.1
-0.1 -0.1 0.1
0.1 -0.1 0.1
0.1 -0.6 -0.2
0.0 0.0 0.0
0.0 0.0 0.0
0.0 0.0 0.0
0.0 0.0 0.0
0.0 0.0 0.0
0.0 0.0 0.0
0.0 0.0 0.0
0.0 0.0 0.0
0.0 0.0 0.0